Here is a cluster of 4 separate species, C21H45NO12S2 in total at a distorted geometry from the Open Molecules 2025 dataset. Energies are from ωB97M-V/def2-TZVPD.

Atoms and positions in Å:
S  -0.95  -2.16  7.01
S  -3.22  1.21  5.43
O  -2.29  -0.71  -4.75
O  -2.85  3.42  -0.12
O  3.13  -1.18  -1.77
O  -3.86  -2.65  -3.01
O  6.16  -1.66  -1.75
O  -1.57  3.74  2.62
O  0.08  4.28  0.22
O  -0.48  -3.61  6.69
O  -2.66  -2.06  7.12
O  -0.47  -1.24  5.62
O  4.39  -3.40  -0.12
O  -2.10  -0.66  -1.69
N  -2.86  -0.83  7.69
C  3.95  -3.37  1.22
C  5.52  -0.41  -1.55
C  3.36  -2.53  -2.18
C  0.80  -0.58  6.09
C  -1.88  -2.01  -4.32
C  3.35  -3.60  -1.07
C  -2.36  4.55  3.48
C  -5.23  -2.67  -3.36
C  -3.05  0.08  -3.83
C  -2.18  2.41  0.64
C  -0.77  -0.76  -1.21
C  4.12  -0.57  -0.94
C  6.70  -1.83  -3.05
C  -2.22  2.55  2.17
C  0.73  0.56  7.06
C  -2.34  0.47  -2.52
C  -0.89  4.93  -0.60
C  -2.31  4.74  -0.06
C  0.99  3.46  -0.51
C  -2.98  -3.04  -4.06
C  -3.33  0.03  6.69
H  -0.52  -1.82  -1.12
H  -2.14  4.30  4.52
H  -0.69  -0.30  -0.23
H  -5.40  -2.49  -4.43
H  -3.00  1.14  -1.96
H  -2.69  1.47  0.40
H  7.75  -1.55  -3.05
H  6.63  -2.90  -3.31
H  3.52  -4.58  -1.53
H  -0.84  4.59  -1.65
H  -3.28  1.00  -4.36
H  -1.41  1.01  -2.75
H  6.16  -1.27  -3.82
H  -1.25  -2.40  -5.13
H  -2.41  5.15  0.94
H  3.74  0.44  -0.73
H  4.60  -2.68  1.78
H  2.53  -2.78  -2.86
H  -0.04  -0.31  -1.90
H  -1.69  1.71  2.62
H  -2.08  5.59  3.30
H  5.45  0.17  -2.49
H  0.17  0.34  8.09
H  -5.74  -1.88  -2.80
H  4.04  -4.36  1.66
H  -1.20  -1.93  -3.46
H  1.26  2.61  0.14
H  1.89  4.02  -0.74
H  2.92  -3.00  1.32
H  -3.26  2.51  2.51
H  -5.67  -3.63  -3.06
H  1.24  1.59  6.82
H  -3.53  -3.23  -4.99
H  -2.52  -3.99  -3.76
H  -3.43  4.45  3.28
H  4.16  -1.07  0.03
H  1.80  -1.03  5.68
H  4.26  -2.60  -2.79
H  -4.01  -0.39  -3.63
H  0.54  3.05  -1.42
H  -1.16  2.27  0.28
H  2.37  -3.62  -0.59
H  -0.65  6.00  -0.58
H  6.14  0.16  -0.85
H  -2.98  5.35  -0.68

- Orbital gap: 7.258 eV
- Total charge: 0
- Maximum force: 7.94 eV Å⁻¹
- LUMO: -1.7 eV

***

Here is a cluster of 9 separate species, C21H45O33PS9 in total at a distorted geometry from the Open Molecules 2025 dataset. Energies are from ωB97M-V/def2-TZVPD.

Atoms and positions in Å:
S  -6.24  3.45  -4.19
S  4.46  -0.87  3.73
S  10.55  0.19  2.27
S  -7.19  -4.08  -5.87
S  -3.81  -5.61  3.94
S  -3.68  -0.78  0.20
S  2.64  1.80  -3.88
S  -1.55  3.55  2.83
S  2.19  4.10  5.85
P  1.14  1.26  -5.33
O  -6.56  -2.62  -5.72
O  10.96  -0.11  0.75
O  -5.41  2.12  -3.85
O  -6.64  -4.68  -7.04
O  -1.28  2.76  1.67
O  -3.20  -0.21  -1.02
O  -4.71  -5.64  5.03
O  -5.42  4.45  -3.24
O  -4.02  -4.22  3.15
O  -4.75  -1.72  0.22
O  5.65  -1.78  4.28
O  -6.52  -4.73  -4.57
O  5.05  -0.61  2.26
O  -4.35  -6.58  2.78
O  4.47  0.36  4.45
O  -2.05  -3.11  -3.70
O  -2.23  4.91  2.35
O  -2.43  -5.84  4.11
O  -5.99  3.83  -5.54
O  -4.02  0.41  1.20
O  -0.19  4.16  3.39
O  -2.45  -1.39  1.00
O  -2.29  3.02  3.92
O  -8.59  -4.02  -5.66
O  9.20  -0.21  2.47
O  10.58  1.78  2.18
O  3.28  -1.64  3.61
O  2.72  3.34  4.55
O  1.75  5.40  5.49
O  1.35  3.22  6.58
O  -7.55  3.29  -3.69
O  11.59  -0.27  3.11
O  3.59  4.25  6.60
C  -1.67  -2.47  -2.50
C  -4.25  2.45  -3.08
C  6.45  -0.98  2.23
C  0.80  -0.51  -4.89
C  4.16  3.34  4.53
C  6.54  -2.14  3.20
C  -3.26  0.28  2.42
C  -2.00  -0.43  1.99
C  -4.95  -5.81  1.72
C  -5.54  -3.83  -4.03
C  10.95  1.11  -0.01
C  0.18  -1.29  -6.04
C  -1.84  -2.30  -4.85
C  -4.63  3.69  -2.31
C  4.55  3.37  5.99
C  -6.03  -2.45  -4.40
C  -0.48  -2.57  -5.49
C  -0.09  5.55  3.03
C  -4.22  -4.49  1.75
C  11.28  2.19  1.00
C  -1.53  6.02  2.94
H  -1.83  -3.18  -1.70
H  4.50  4.24  4.01
H  -1.95  6.21  3.93
H  -1.88  -1.24  -4.59
H  5.55  3.75  6.15
H  -2.23  -1.56  -2.33
H  6.18  -3.07  2.76
H  0.48  6.08  3.78
H  4.45  2.38  6.45
H  1.74  -0.96  -4.59
H  -1.51  -0.95  2.80
H  -0.51  -3.36  -6.23
H  -4.83  -6.33  0.77
H  -5.24  -1.71  -4.41
H  -2.65  -2.55  -5.53
H  3.10  0.59  -3.54
H  -3.98  1.62  -2.42
H  11.68  1.05  -0.82
H  -4.79  -3.69  1.29
H  -0.57  -0.70  -6.57
H  9.95  1.25  -0.43
H  0.16  -2.92  -4.69
H  -3.42  2.65  -3.76
H  -3.77  4.27  -1.98
H  4.52  2.46  4.02
H  -5.26  3.45  -1.44
H  -3.07  1.26  2.84
H  -1.29  0.25  1.51
H  0.02  1.94  -4.78
H  0.98  -1.60  -6.71
H  7.55  -2.28  3.58
H  10.94  3.17  0.69
H  -1.64  6.90  2.32
H  6.74  -1.25  1.22
H  -0.60  -2.23  -2.47
H  -3.24  -4.56  1.27
H  -3.83  -0.33  3.12
H  0.42  5.61  2.06
H  -6.84  -2.12  -3.74
H  -5.46  -3.97  -2.95
H  0.16  -0.57  -4.02
H  -6.01  -5.69  1.95
H  12.35  2.22  1.21
H  7.03  -0.13  2.57
H  -4.57  -4.05  -4.49

- Orbital gap: 8.426 eV
- Total charge: 0
- Maximum force: 1.14 eV Å⁻¹
- LUMO: -0.3 eV
- SMILES: O=S1(=O)OCCO1.O=S1(=O)OCCO1.O=S1(=O)OCCO1.O=S1(=O)OCCO1.O=S1(=O)OCCO1.O=S1(=O)OCCO1.O=S1(=O)OCCO1.O=S1(=O)OCCO1.COCCCCPS

***

Here is a cluster of 3 separate species, C21H47BBrN2O6P in total at a distorted geometry from the Open Molecules 2025 dataset. Energies are from ωB97M-V/def2-TZVPD.

Atoms and positions in Å:
Br  -1.01  -7.27  -1.17
P  1.22  -3.29  1.15
O  -3.11  -6.55  0.50
O  2.40  1.18  -2.93
O  -4.20  2.87  3.37
O  0.03  1.31  -6.80
O  -0.29  2.44  1.11
O  0.39  -4.25  4.13
N  -1.29  3.03  4.02
N  1.59  3.26  -4.91
C  0.56  3.56  -5.91
C  0.04  3.58  1.90
C  0.55  0.35  -5.89
C  3.91  -2.92  0.35
C  2.51  -3.56  -0.21
C  -2.01  -6.08  0.09
C  -1.48  -4.66  0.59
C  3.71  0.98  -3.45
C  -0.67  -5.34  4.68
C  0.42  -0.91  -0.43
C  -2.23  4.15  3.96
C  0.70  -5.68  3.76
C  -1.69  2.26  0.89
C  0.01  3.32  3.41
C  -0.49  2.48  -6.19
C  -4.39  1.54  3.81
C  0.34  -6.11  2.13
C  -3.63  3.72  4.37
C  2.12  2.54  -2.62
C  0.35  -1.61  1.02
C  1.06  3.10  -3.56
B  0.00  -4.75  1.32
H  -1.08  2.23  -5.30
H  -4.98  1.51  4.73
H  4.82  -3.38  -0.14
H  0.72  4.08  -3.19
H  2.21  -3.13  -1.23
H  0.05  4.49  -5.63
H  -0.57  4.45  1.61
H  -0.72  -1.71  1.40
H  -4.27  4.61  4.43
H  -4.93  1.00  3.03
H  3.85  -1.77  0.22
H  3.82  1.44  -4.43
H  0.47  4.17  3.93
H  0.65  2.45  3.61
H  1.62  0.51  -5.74
H  -2.11  1.61  1.66
H  3.87  -0.10  -3.55
H  -0.51  -4.87  5.73
H  1.27  -6.65  1.74
H  2.73  -4.69  -0.32
H  4.46  1.38  -2.76
H  3.03  3.16  -2.62
H  -3.63  3.25  5.36
H  -2.23  3.21  0.85
H  3.87  -3.08  1.49
H  -0.53  -6.82  2.28
H  0.90  -0.90  1.75
H  -1.20  2.90  -6.91
H  1.07  3.83  1.64
H  -2.30  -4.26  1.31
H  0.43  -0.64  -6.35
H  1.73  2.55  -1.60
H  1.09  3.76  -6.85
H  1.60  -6.25  4.30
H  -2.29  4.56  2.95
H  -3.43  1.04  3.97
H  -1.50  -4.70  4.22
H  0.21  2.41  -3.55
H  -1.70  2.23  3.54
H  -0.55  -0.29  -0.57
H  -1.81  1.75  -0.07
H  0.02  0.35  -4.94
H  -1.49  -3.94  -0.30
H  0.50  -1.65  -1.29
H  -1.88  4.94  4.64
H  1.28  -0.15  -0.40
H  2.06  2.41  -5.19

- Orbital gap: 7.322 eV
- Total charge: 0
- Maximum force: 5.67 eV Å⁻¹
- LUMO: -0.2 eV
- SMILES: CCP(CC)B(CC(=O)Br)C[C@@H]1CO1.COCCNCCOC.COCCNCCOC

***

Here is a cluster of 5 separate species, C21H47F3N3O19P4 in total at a distorted geometry from the Open Molecules 2025 dataset. Energies are from ωB97M-V/def2-TZVPD.

Atoms and positions in Å:
P  9.15  -0.44  2.87
P  -2.47  2.02  1.93
P  -4.09  -2.59  -2.61
P  -8.56  4.43  0.13
F  1.89  0.53  -0.65
F  2.37  -0.47  -2.51
F  0.51  -0.82  -1.55
O  4.70  0.05  -1.24
O  10.37  0.45  3.48
O  -9.15  5.38  1.11
O  -9.21  4.95  -1.29
O  9.93  -1.82  3.41
O  8.22  0.92  2.69
O  -1.66  1.17  2.85
O  0.66  -3.24  -2.66
O  -3.16  -3.33  -1.70
O  2.21  -2.89  -4.08
O  -1.92  1.51  0.46
O  -3.63  -3.17  -4.09
O  -4.61  -1.37  -1.66
O  -5.55  -3.27  -2.73
O  -3.95  1.44  1.65
O  9.30  -0.74  1.40
O  -3.01  3.20  2.92
O  -8.01  3.22  1.08
O  -7.06  4.86  -0.36
N  1.98  -3.50  -3.13
N  3.63  -1.64  0.07
N  4.24  -2.56  0.76
C  -10.64  4.80  -1.44
C  6.40  -1.76  -1.52
C  2.48  -4.04  0.19
C  8.71  1.93  1.80
C  2.46  -1.78  -0.57
C  -2.30  -2.83  -4.49
C  -6.21  -3.52  -3.98
C  -6.66  4.90  -1.73
C  -4.52  1.32  0.34
C  11.06  0.11  4.69
C  9.28  -3.08  3.17
C  1.86  -3.04  -0.53
C  -5.14  -1.73  -0.38
C  -0.56  1.81  0.15
C  0.58  -3.44  -1.25
C  -7.18  3.60  2.18
C  6.03  -0.30  -1.66
C  1.80  -0.62  -1.33
C  3.66  -3.73  0.84
C  4.40  -0.33  0.03
C  -3.64  2.78  4.13
H  11.42  1.04  5.14
H  -4.31  1.94  3.96
H  -0.28  -2.90  -0.85
H  5.73  -2.42  -2.07
H  -6.64  2.70  2.50
H  4.14  -4.50  1.43
H  -2.90  2.53  4.88
H  -1.58  -3.33  -3.84
H  2.02  -5.02  0.25
H  7.38  -1.87  -1.99
H  6.54  -2.07  -0.49
H  0.11  1.26  0.81
H  -5.73  -0.89  -0.03
H  -2.14  -1.75  -4.46
H  -2.15  -3.16  -5.52
H  -7.80  3.95  3.00
H  -5.60  1.42  0.43
H  -7.19  4.16  -2.33
H  9.86  -3.85  3.67
H  8.18  2.85  2.05
H  -0.38  1.52  -0.88
H  -5.96  -4.52  -4.33
H  0.39  -4.50  -1.09
H  -4.23  3.63  4.49
H  -4.29  0.34  -0.07
H  6.80  0.33  -1.20
H  -11.16  5.45  -0.74
H  8.27  -3.08  3.58
H  8.48  1.65  0.77
H  -6.84  5.89  -2.13
H  3.80  0.42  0.56
H  9.25  -3.29  2.10
H  -10.90  5.08  -2.46
H  -5.59  4.69  -1.78
H  9.78  2.08  1.92
H  -5.77  -2.61  -0.44
H  -10.94  3.77  -1.28
H  -5.93  -2.78  -4.74
H  6.07  -0.07  -2.73
H  -4.15  2.09  -0.33
H  -7.28  -3.47  -3.81
H  5.31  -0.44  0.61
H  10.42  -0.40  5.40
H  -6.46  4.36  1.90
H  -4.32  -1.91  0.32
H  -0.36  2.88  0.24
H  11.93  -0.51  4.46

- Orbital gap: 5.999 eV
- Total charge: +1
- Maximum force: 8.55 eV Å⁻¹
- LUMO: -5.1 eV

***

Here is a cluster of 3 separate species, C21H47FN3O5P2 in total at a distorted geometry from the Open Molecules 2025 dataset. Energies are from ωB97M-V/def2-TZVPD.

Atoms and positions in Å:
P  2.26  1.69  -4.75
P  1.71  0.23  -3.23
F  3.48  -1.98  -0.85
O  0.77  3.44  -0.87
O  3.19  2.77  -4.04
O  3.14  0.99  -5.85
O  1.05  2.31  -5.20
O  -1.27  -3.41  -0.58
N  -0.46  -1.13  -2.33
N  -1.97  -3.53  0.49
N  1.05  4.11  0.20
C  -1.95  -6.03  0.76
C  -4.00  -4.68  1.37
C  -2.78  -4.78  0.42
C  1.07  3.19  1.37
C  -3.37  -4.98  -0.97
C  -1.24  4.01  2.03
C  -1.06  -5.88  2.00
C  3.02  -1.02  -2.96
C  1.80  3.82  2.57
C  -0.23  -4.60  1.92
C  -1.25  4.93  0.81
C  -0.18  -2.14  1.52
C  0.79  6.38  1.19
C  -0.03  5.96  -1.08
C  -1.08  -3.36  1.68
C  3.69  -0.83  -1.57
C  0.14  5.30  0.28
C  -1.91  -3.06  2.95
C  0.12  -0.65  -3.56
C  1.87  1.93  1.06
C  -0.35  2.80  1.79
H  -1.30  -6.27  -0.09
H  -3.94  -4.10  -1.29
H  -0.78  -1.24  1.32
H  -2.50  -3.90  3.29
H  1.40  1.31  0.29
H  -2.62  -6.88  0.90
H  -0.44  -0.38  -1.65
H  -4.89  -5.11  0.92
H  0.38  6.39  2.20
H  0.54  -2.26  0.71
H  3.79  -0.94  -3.72
H  1.27  4.66  3.01
H  -4.24  -3.64  1.59
H  0.27  -1.48  -4.25
H  -1.81  4.44  0.02
H  -0.92  4.56  2.92
H  -1.79  5.85  1.05
H  -3.84  -5.20  2.32
H  0.51  -4.70  1.11
H  3.27  -0.01  -1.00
H  -1.66  -5.89  2.91
H  1.54  0.95  -2.03
H  0.39  -1.97  2.43
H  2.88  2.18  0.73
H  2.63  -2.03  -3.03
H  4.75  -0.64  -1.70
H  0.94  6.21  -1.52
H  1.96  1.31  1.95
H  1.87  6.25  1.25
H  1.92  3.09  3.36
H  -0.31  2.19  2.70
H  0.35  -4.48  2.83
H  -0.55  0.04  -4.04
H  -0.39  -6.74  2.07
H  3.96  1.51  -5.95
H  -2.60  -5.18  -1.72
H  2.79  4.17  2.28
H  -0.81  2.16  1.02
H  -4.04  -5.84  -0.96
H  0.63  7.38  0.78
H  -1.24  -2.81  3.77
H  -0.58  5.34  -1.78
H  -2.26  3.68  2.23
H  0.06  -1.91  -1.94
H  -0.60  6.88  -0.97
H  2.55  3.42  -3.67
H  -2.57  -2.21  2.79

- Orbital gap (spin up / spin down): 7.628 / 8.563 eV
- Spin multiplicity: 3
- Total charge: +1
- Maximum force: 2.31 eV Å⁻¹
- LUMO (spin up / spin down): -3.0 / -3.0 eV
- <S²>: 2.01